No. 1
{"formula": "C44H60N3O3V", "method": "ωB97M-V with the def2-TZVPD basis set", "elements": ["V", "O", "O", "O", "N", "N", "N", "C", "C", "C", "C", "C", "C", "C", "C", "C", "C", "C", "C", "C", "C", "C", "C", "C", "C", "C", "C", "C", "C", "C", "C", "C", "C", "C", "C", "C", "C", "C", "C", "C", "C", "C", "C", "C", "C", "C", "C", "C", "C", "C", "C", "H", "H", "H", "H", "H", "H", "H", "H", "H", "H", "H", "H", "H", "H", "H", "H", "H", "H", "H", "H", "H", "H", "H", "H", "H", "H", "H", "H", "H", "H", "H", "H", "H", "H", "H", "H", "H", "H", "H", "H", "H", "H", "H", "H", "H", "H", "H", "H", "H", "H", "H", "H", "H", "H", "H", "H", "H", "H", "H", "H"], "positions_angstrom": [[-1.80, -0.83, 0.70], [-2.32, 0.87, 1.05], [-0.53, -0.67, 2.45], [-1.18, -2.61, -0.46], [-3.32, -0.95, -0.79], [0.11, -0.49, 0.02], [-3.19, -1.90, 1.73], [0.58, 2.25, 5.37], [1.93, -1.08, -1.53], [-3.52, 1.77, -2.62], [-4.42, -1.30, -0.23], [1.59, 1.45, 0.43], [-3.28, -0.71, -2.22], [-3.43, -2.20, 3.02], [-1.58, 3.12, 0.81], [1.87, 2.06, 2.71], [-0.24, -0.07, 5.12], [3.56, -0.34, -3.97], [-4.81, -2.23, 3.27], [-4.41, -1.70, 1.14], [-1.34, 0.80, -2.76], [2.27, 4.37, -0.05], [-0.42, -4.66, -2.50], [-2.57, 2.28, 2.95], [0.68, -1.26, -0.89], [0.74, 0.45, 0.85], [3.66, -1.68, -3.23], [0.47, -5.64, -3.28], [-2.71, 0.65, -2.55], [2.16, 2.31, 1.37], [-1.62, 3.17, -3.07], [-2.98, 3.03, -2.88], [4.00, -2.76, -4.26], [0.87, 0.90, 4.69], [2.20, 0.35, 5.23], [4.27, 2.88, 0.14], [2.34, -1.95, -2.50], [0.36, 0.25, 2.21], [1.53, -3.07, -2.80], [-0.12, -2.46, -1.15], [4.81, -1.61, -2.21], [-4.02, 2.52, 0.93], [3.59, 4.30, 2.05], [3.06, 3.45, 0.90], [-0.80, 2.05, -3.01], [-1.61, -4.28, -3.39], [0.36, -3.38, -2.14], [-5.44, -1.91, 2.06], [-2.61, 2.18, 1.43], [1.00, 1.07, 3.17], [-0.93, -5.41, -1.26], [-0.10, -5.72, -0.63], [-2.61, -2.37, 3.70], [-0.07, -1.07, 4.73], [-3.32, 1.61, 3.39], [0.70, -5.29, -4.29], [-0.06, -6.59, -3.38], [4.64, -0.83, -1.47], [-4.29, -0.81, -2.65], [1.39, 4.77, 0.46], [3.25, -2.83, -5.04], [4.20, 3.71, 2.74], [4.87, 2.25, 0.80], [-3.63, 3.89, -2.92], [0.43, 2.10, 6.44], [2.74, -0.36, -4.69], [-4.74, 1.82, 1.35], [2.34, 2.69, 3.45], [4.09, -3.75, -3.79], [-2.65, -1.47, -2.67], [-0.26, -0.11, 6.21], [-5.28, -2.46, 4.21], [3.03, 1.03, 5.00], [4.91, -2.56, -1.68], [-1.60, -4.80, -0.66], [-2.76, 3.30, 3.30], [1.40, 2.96, 5.25], [-1.29, -3.68, -4.24], [-0.59, 2.89, 1.19], [2.15, 0.23, 6.32], [-1.58, 1.97, 3.30], [3.95, 2.27, -0.71], [-6.50, -1.82, 1.87], [-1.82, 4.17, 1.04], [0.27, 2.15, -3.16], [4.21, 5.11, 1.66], [-1.22, 0.24, 4.76], [4.49, -0.12, -4.51], [-1.46, -6.31, -1.60], [-1.57, 3.00, -0.28], [1.40, -5.83, -2.76], [-4.59, 1.67, -2.45], [2.42, -0.62, 4.79], [1.87, -3.74, -3.57], [5.75, -1.40, -2.72], [4.96, -2.53, -4.73], [1.75, 1.60, -0.63], [2.89, 5.20, -0.38], [2.53, -0.23, -1.24], [-5.36, -1.31, -0.79], [-1.19, 4.14, -3.26], [-0.32, 2.71, 4.96], [-2.11, -5.17, -3.76], [4.90, 3.68, -0.25], [-4.31, 3.54, 1.22], [-4.05, 2.45, -0.16], [-0.70, -0.07, -2.73], [-2.34, -3.70, -2.81], [1.92, 3.83, -0.93], [3.37, 0.48, -3.28], [2.77, 4.74, 2.62]], "lowdin_charge": [1.039, -0.269, -0.139, -0.086, -0.040, 0.045, -0.041, -0.056, 0.031, -0.060, -0.076, -0.003, -0.152, -0.149, -0.008, -0.001, -0.062, -0.049, -0.110, -0.331, -0.025, -0.050, -0.533, -0.021, -0.191, -0.184, -0.556, -0.078, -0.199, -0.193, -0.106, -0.097, -0.074, -0.535, -0.054, -0.052, -0.169, -0.303, 0.018, -0.274, -0.048, -0.029, -0.073, -0.558, -0.079, -0.044, -0.087, -0.067, -0.682, -0.097, -0.048, 0.091, 0.104, 0.079, 0.089, 0.077, 0.078, 0.074, 0.118, 0.085, 0.084, 0.083, 0.087, 0.100, 0.078, 0.088, 0.081, 0.086, 0.085, 0.104, 0.078, 0.076, 0.074, 0.090, 0.072, 0.083, 0.068, 0.086, 0.067, 0.077, 0.052, 0.066, 0.088, 0.085, 0.099, 0.078, 0.075, 0.080, 0.078, 0.071, 0.088, 0.113, 0.088, 0.078, 0.080, 0.080, 0.103, 0.077, 0.092, 0.131, 0.098, 0.074, 0.081, 0.078, 0.079, 0.053, 0.104, 0.071, 0.071, 0.071, 0.085], "e_above_lowest_ev": 0.000, "orbital_gap_ev": [6.1, 5.6], "max_force_ev_per_a": 1.45, "spin_multiplicity": 4, "homo_energy_ev": [-3.61, -4.15], "charge": -1}

No. 2
{"formula": "C44H60N7O4PSSe2W", "method": "ωB97M-V with the def2-TZVPD basis set", "elements": ["W", "Se", "Se", "S", "P", "O", "O", "O", "O", "N", "N", "N", "N", "N", "N", "N", "C", "C", "C", "C", "C", "C", "C", "C", "C", "C", "C", "C", "C", "C", "C", "C", "C", "C", "C", "C", "C", "C", "C", "C", "C", "C", "C", "C", "C", "C", "C", "C", "C", "C", "C", "C", "C", "C", "C", "C", "C", "C", "C", "C", "H", "H", "H", "H", "H", "H", "H", "H", "H", "H", "H", "H", "H", "H", "H", "H", "H", "H", "H", "H", "H", "H", "H", "H", "H", "H", "H", "H", "H", "H", "H", "H", "H", "H", "H", "H", "H", "H", "H", "H", "H", "H", "H", "H", "H", "H", "H", "H", "H", "H", "H", "H", "H", "H", "H", "H", "H", "H", "H", "H"], "positions_angstrom": [[0.42, 0.60, -0.75], [1.78, -2.42, -3.25], [2.40, -1.24, -1.33], [2.18, 0.26, 1.19], [-1.63, -1.01, -0.28], [0.14, 0.06, -2.51], [5.01, -1.93, -2.72], [3.10, -5.70, -0.32], [0.22, 0.32, -4.76], [0.08, 2.14, 0.55], [0.57, 0.53, 3.36], [1.94, 1.87, -1.55], [4.39, 10.02, 1.47], [-0.59, 1.97, -3.43], [-0.78, 2.36, -2.11], [2.84, 0.90, 3.61], [-0.04, 4.12, 1.65], [-2.29, -1.68, -1.89], [2.78, 5.47, 1.58], [2.45, 6.16, -0.70], [-3.36, -2.79, -1.71], [-4.14, -0.41, -3.31], [-1.09, -4.72, 2.31], [3.57, 3.48, -1.79], [1.51, 0.91, 5.53], [3.30, 6.71, 1.89], [0.44, 0.68, 4.66], [-1.33, -2.56, 0.70], [1.79, 0.60, 2.81], [3.74, 2.55, -2.78], [2.73, 1.59, -2.59], [2.79, -4.00, -2.68], [-4.81, -2.41, -2.03], [-0.72, -3.75, -0.04], [-0.48, -2.28, 1.94], [-1.05, 3.30, 2.13], [2.35, 5.17, 0.28], [-4.66, -0.29, 2.58], [0.68, 3.40, 0.68], [1.81, 3.83, -0.04], [-0.37, -4.88, 0.97], [-5.42, 0.79, 1.77], [3.80, -3.73, -1.55], [-0.67, -3.41, 2.98], [-4.90, -1.72, -3.39], [3.10, -2.86, -0.48], [5.13, -3.16, -2.04], [-2.66, -0.60, -2.96], [3.94, 8.99, 1.22], [2.42, 3.09, -1.04], [-3.21, -0.48, 2.10], [-4.43, 1.75, 1.11], [-0.94, 2.10, 1.44], [4.22, -5.07, -0.92], [2.95, 7.41, -0.39], [-0.05, 0.75, -3.68], [-3.60, 1.00, 0.06], [-3.17, -0.41, 0.56], [2.74, 1.03, 4.95], [3.39, 7.69, 0.90], [-4.46, -2.37, -4.16], [5.58, -3.91, -2.70], [-2.73, 1.59, -0.23], [-3.09, -3.60, -2.38], [-2.14, -0.87, -3.88], [-2.58, 0.28, 2.55], [-4.21, 0.88, -0.84], [-0.71, -1.32, 2.38], [-5.41, -3.32, -2.01], [3.29, -4.40, -3.56], [-3.91, -1.14, 0.22], [3.01, 8.18, -1.15], [-6.02, 0.32, 0.99], [1.38, 0.99, 6.60], [3.65, 1.23, 5.50], [-2.84, -1.44, 2.47], [-2.33, -2.84, 1.04], [3.75, 0.99, 3.17], [3.64, 6.93, 2.89], [-6.11, 1.33, 2.42], [5.79, -3.05, -1.17], [-1.39, -2.17, -2.26], [-5.19, -1.25, 2.50], [2.72, 4.70, 2.35], [-1.75, 2.59, -1.96], [-3.78, 2.20, 1.87], [0.17, -3.43, -0.59], [2.57, 0.72, -3.22], [0.56, -2.23, 1.62], [-0.86, -5.56, 2.96], [2.29, -3.40, 0.00], [-2.27, 0.36, -2.65], [-4.65, -0.03, 3.64], [-4.96, 2.57, 0.63], [5.83, -1.75, -3.20], [-0.82, 2.57, -4.20], [-5.23, -1.74, -1.27], [4.50, 2.52, -3.55], [-1.79, 3.54, 2.89], [4.64, -5.70, -1.72], [-5.94, -1.54, -3.66], [0.26, -3.56, 3.52], [0.16, 5.14, 1.94], [-2.17, -4.75, 2.15], [-0.57, 0.63, 5.06], [3.81, -2.52, 0.27], [-1.49, 1.19, 1.58], [-0.62, -5.85, 0.53], [3.32, -6.61, -0.12], [5.01, -4.88, -0.19], [-4.19, 0.13, -4.25], [-1.43, -3.12, 3.71], [2.10, 5.96, -1.70], [0.70, -4.91, 1.16], [-1.41, -4.15, -0.78], [2.05, -4.72, -2.33], [-4.64, 0.22, -2.56], [-0.22, 3.18, -1.92], [-3.33, -3.20, -0.70], [4.18, 4.35, -1.59]], "lowdin_charge": [1.255, 0.791, 0.657, 0.675, 1.049, -0.423, -0.094, -0.046, 0.145, -0.194, 0.101, -0.128, 0.187, 0.046, 0.039, 0.088, 0.012, -0.369, -0.021, -0.013, -0.186, -0.186, -0.191, 0.016, 0.001, -0.002, -0.049, -0.447, -0.682, -0.012, -0.160, -0.428, -0.190, -0.170, -0.233, -0.039, -0.183, -0.161, -0.258, -0.049, -0.163, -0.175, -0.545, -0.172, -0.188, -0.370, -0.221, -0.178, -0.160, -0.238, -0.199, -0.180, -0.195, -0.207, 0.005, -0.665, -0.198, -0.390, -0.012, -0.207, 0.126, 0.140, 0.058, 0.126, 0.121, 0.088, 0.090, 0.060, 0.121, 0.090, 0.099, 0.132, 0.115, 0.129, 0.151, 0.094, 0.101, 0.154, 0.129, 0.115, 0.134, 0.076, 0.116, 0.120, 0.116, 0.099, 0.077, 0.085, 0.085, 0.117, 0.053, 0.059, 0.113, 0.119, 0.104, 0.177, 0.104, 0.120, 0.114, 0.141, 0.119, 0.112, 0.125, 0.115, 0.136, 0.088, 0.053, 0.116, 0.108, 0.136, 0.120, 0.109, 0.127, 0.098, 0.099, 0.069, 0.090, 0.104, 0.090, 0.127], "e_above_lowest_ev": 0.000, "orbital_gap_ev": [6.2, 6.2], "max_force_ev_per_a": 0.91, "homo_energy_ev": [-12.47, -12.47], "charge": 2}